8
Properties=species:S:1:pos:R:3:forces:R:3 method="wB97M-V/def2-TZVPD" homo_lumo_gap_ev="8.2 / 8.1" spin_multiplicity=1 lumo_ev="-0.64 / -0.81"
C 0.50427 -0.97229 0.71926 1.1 3.6 -0.8
N 0.46518 0.32244 -1.17167 0.9 -1.3 1.5
O -1.69845 0.75033 0.17997 2.6 -3.5 0.0
P -0.01857 0.82746 0.32949 -0.4 0.5 0.5
H 1.47561 -1.41434 0.55635 0.4 0.3 0.4
H 1.50039 0.38465 -1.09089 -0.5 0.1 -0.5
H -2.02240 1.60083 0.21934 -1.2 3.0 0.3
H -0.20603 -1.49910 0.25814 -2.9 -2.7 -1.5

8
Properties=species:S:1:pos:R:3:forces:R:3 method="wB97M-V/def2-TZVPD" homo_lumo_gap_ev="2.8 / 3.0" spin_multiplicity=1 lumo_ev="0.56 / 0.74" charge=-1
C 2.03594 -0.97141 0.20269 -0.1 3.3 -4.8
N 2.26839 1.06065 -0.38091 -4.2 -1.3 0.7
O 1.83723 1.96980 0.41909 1.6 -2.1 -1.5
S -6.71281 0.04256 -0.08689 0.7 -0.4 0.5
H 2.36248 -1.52122 -0.72886 -0.2 0.5 1.5
H 2.35607 -1.04273 1.16648 1.0 -0.5 2.5
H 1.55701 1.02098 -1.24460 2.0 0.1 1.6
H -5.70432 -0.55863 0.65300 -0.7 0.4 -0.5

Energy relative to the best compared isomer or geometry (same formula, charge and spin) readings, ordered: 337.3 812.0 kJ/mol